Record 1
{"formula": "C23H52ErP4Se", "method": "ωB97M-V/def2-TZVPD", "fmax_ha_per_bohr": 0.092, "orbital_gap_ev": [6.4, 6.5], "spin_multiplicity": 4, "charge": 3, "s_squared": 3.753, "symbols": ["Er", "P", "P", "P", "H", "C", "C", "H", "C", "C", "C", "C", "C", "C", "C", "C", "C", "H", "H", "H", "H", "H", "H", "H", "H", "H", "H", "H", "H", "H", "H", "H", "H", "H", "H", "H", "H", "H", "H", "H", "H", "H", "H", "H", "H", "H", "C", "C", "C", "C", "C", "C", "Se", "H", "H", "H", "H", "H", "H", "C", "C", "P", "C", "C", "C", "C", "H", "H", "H", "H", "H", "H", "H", "H", "H", "H", "H", "H", "H", "H", "H"], "positions_angstrom": [[0.518, 0.562, -0.800], [-1.198, -0.607, 1.669], [1.544, -2.217, -0.711], [-1.712, -0.721, -1.787], [0.747, 3.197, -1.543], [-0.208, 2.693, -1.621], [-1.014, 2.588, -0.487], [-0.685, 3.136, 0.411], [-0.811, -0.326, 3.450], [-1.618, -2.393, 1.844], [-2.899, 0.102, 1.686], [2.644, -2.480, -2.173], [2.686, -2.863, 0.586], [0.524, -3.743, -0.863], [-3.048, 0.486, -2.151], [-2.773, -2.164, -1.392], [-1.216, -1.169, -3.493], [-0.580, 2.526, -2.626], [-2.093, 2.437, -0.523], [-0.710, 0.749, 3.669], [0.111, -0.852, 3.738], [-1.659, -0.744, 4.014], [-0.697, -2.982, 1.974], [-2.173, -2.770, 0.978], [-2.241, -2.487, 2.744], [-2.827, 1.196, 1.762], [-3.396, -0.304, 2.579], [-3.463, -0.165, 0.781], [3.132, -3.468, -2.120], [3.416, -1.703, -2.193], [2.070, -2.414, -3.103], [3.126, -3.823, 0.272], [2.149, -3.024, 1.532], [3.506, -2.160, 0.771], [1.171, -4.632, -0.914], [-0.088, -3.720, -1.770], [-0.137, -3.856, 0.005], [-3.595, 0.123, -3.033], [-2.631, 1.475, -2.359], [-3.725, 0.565, -1.290], [-3.443, -2.349, -2.246], [-3.388, -1.973, -0.504], [-2.165, -3.062, -1.222], [-2.112, -1.240, -4.122], [-0.672, -2.124, -3.499], [-0.540, -0.397, -3.890], [1.811, 2.594, -4.415], [1.419, 3.907, -4.109], [1.664, 4.955, -5.010], [2.300, 4.700, -6.228], [2.704, 3.407, -6.561], [2.442, 2.353, -5.661], [1.614, 0.840, -3.317], [1.908, 1.432, -1.883], [0.924, 4.109, -3.172], [1.364, 5.967, -4.741], [2.486, 5.521, -6.922], [3.223, 3.193, -7.500], [2.752, 1.332, -5.929], [-0.113, 3.258, 3.212], [1.379, 3.119, 2.884], [1.861, 1.984, 1.477], [3.484, 2.644, 0.866], [4.365, 3.348, 1.876], [2.486, 0.356, 2.115], [3.271, 0.376, 3.396], [-0.762, 2.706, 2.529], [-0.440, 4.296, 3.154], [-0.336, 2.942, 4.231], [1.743, 4.122, 2.612], [1.913, 2.816, 3.794], [4.022, 1.792, 0.417], [3.245, 3.320, 0.023], [4.647, 2.683, 2.694], [5.291, 3.670, 1.385], [3.895, 4.242, 2.292], [1.632, -0.324, 2.186], [3.118, -0.037, 1.298], [2.850, 1.047, 4.143], [3.292, -0.632, 3.828], [4.325, 0.638, 3.214]], "atomic_forces_ev_per_a": [[-0.237, -3.260, 3.446], [-0.414, 0.048, 0.553], [1.084, -1.724, -0.358], [-1.395, -0.356, -1.107], [0.290, -0.216, 0.304], [-3.377, 1.619, 2.142], [0.718, 3.077, -2.106], [0.143, -0.868, -0.198], [0.301, 0.242, -0.134], [0.280, -0.064, -0.343], [0.242, 0.046, -0.211], [0.000, 0.265, -0.036], [0.081, 0.412, 0.476], [-0.571, 0.127, 0.017], [0.128, 0.112, 0.079], [0.184, -0.294, 0.345], [0.360, 0.115, -0.242], [-0.101, -0.223, 0.081], [0.289, -0.665, -0.209], [-0.018, -0.479, -0.005], [-0.301, 0.175, -0.001], [0.364, 0.214, -0.042], [-0.356, 0.122, 0.050], [0.231, 0.022, 0.362], [0.164, -0.078, -0.259], [-0.201, -0.253, 0.046], [-0.073, 0.238, -0.350], [0.113, 0.119, 0.402], [-0.265, 0.395, 0.033], [-0.001, -0.168, -0.065], [0.088, -0.044, 0.071], [-0.314, 0.386, -0.053], [0.138, 0.083, -0.232], [-0.117, -0.161, 0.006], [-0.043, 0.444, 0.007], [0.075, -0.025, 0.120], [0.135, 0.010, -0.241], [0.017, 0.196, 0.315], [-0.237, -0.092, -0.172], [0.103, 0.021, -0.290], [0.244, 0.159, 0.186], [0.142, -0.052, -0.290], [-0.254, 0.237, -0.055], [0.273, -0.124, 0.097], [-0.175, 0.174, -0.047], [-0.585, -0.421, -0.066], [0.591, 0.102, -1.445], [-0.149, -0.621, 0.394], [0.098, -0.665, 0.101], [0.058, 0.016, -0.024], [-0.403, -0.376, 0.715], [0.111, -0.540, 0.374], [1.004, 2.180, -0.054], [1.607, 0.223, -2.156], [0.056, 0.389, -0.155], [0.045, -0.288, -0.057], [-0.039, -0.244, 0.239], [-0.273, 0.075, 0.382], [-0.070, 0.557, 0.102], [-0.441, 0.059, -0.022], [-0.098, 0.122, -0.176], [0.850, -0.317, 0.014], [-0.476, 0.296, -0.867], [0.442, 0.186, 0.216], [-0.647, 0.017, -0.468], [0.864, -0.477, 0.538], [-0.015, -0.148, 0.085], [0.129, 0.022, -0.023], [0.015, -0.120, -0.113], [0.183, -0.480, -0.033], [0.133, 0.081, -0.445], [-0.213, 0.173, 0.124], [0.214, -0.089, 0.308], [-0.045, 0.191, -0.053], [-0.176, -0.046, 0.109], [0.076, -0.137, -0.044], [0.020, 0.005, 0.092], [-0.223, 0.152, 0.124], [0.084, -0.076, 0.016], [-0.026, 0.214, 0.014], [-0.435, 0.076, 0.165]], "mulliken_charge": [-0.492, 1.028, 0.900, 1.168, 0.809, -1.129, -0.842, 0.362, -1.353, -1.466, -1.166, -1.387, -1.331, -1.302, -1.474, -1.544, -1.051, 0.719, 0.319, 0.160, 0.398, 0.598, 0.379, 0.353, 0.551, 0.254, 0.580, 0.244, 0.493, 0.403, 0.298, 0.536, 0.368, 0.398, 0.549, 0.339, 0.289, 0.516, 0.359, 0.329, 0.539, 0.528, 0.318, 0.551, 0.253, 0.157, 1.036, 0.078, -0.874, -0.403, -0.785, -0.631, 0.153, 0.377, 0.359, 0.426, 0.409, 0.411, 0.316, -1.137, -0.613, 1.482, -0.591, -1.297, 0.268, -1.587, -0.019, 0.370, 0.357, 0.405, 0.453, 0.377, 0.370, 0.253, 0.411, 0.308, -0.272, -0.041, 0.293, 0.448, 0.379]}

=====

Record 2
{"formula": "C23H52LaOP4", "method": "ωB97M-V/def2-TZVPD", "fmax_ha_per_bohr": 0.049, "orbital_gap_ev": 3.2, "relative_energy_kcal_mol": 3.2, "charge": 3, "symbols": ["La", "P", "P", "P", "H", "C", "C", "H", "C", "C", "C", "C", "C", "C", "C", "C", "C", "H", "H", "H", "H", "H", "H", "H", "H", "H", "H", "H", "H", "H", "H", "H", "H", "H", "H", "H", "H", "H", "H", "H", "H", "H", "H", "H", "H", "H", "C", "C", "C", "C", "C", "C", "O", "H", "H", "H", "H", "H", "H", "C", "C", "P", "C", "C", "C", "C", "H", "H", "H", "H", "H", "H", "H", "H", "H", "H", "H", "H", "H", "H", "H"], "positions_angstrom": [[0.299, 0.248, 0.395], [-0.429, -2.537, -0.100], [1.589, 0.505, -2.206], [-2.029, 0.594, -1.388], [-0.140, 2.569, 2.249], [-1.013, 2.059, 1.800], [-1.485, 0.865, 2.302], [-0.994, 0.360, 3.144], [0.512, -3.663, 0.985], [-0.283, -3.392, -1.708], [-2.161, -2.936, 0.392], [2.033, 2.281, -2.382], [3.235, -0.297, -2.130], [0.991, 0.032, -3.871], [-3.594, 0.829, -0.473], [-2.583, -0.510, -2.727], [-1.881, 2.223, -2.226], [-1.575, 2.675, 1.077], [-2.423, 0.409, 1.961], [0.458, -3.330, 2.028], [1.565, -3.667, 0.683], [0.102, -4.677, 0.909], [0.758, -3.326, -2.046], [-0.920, -2.908, -2.458], [-0.563, -4.448, -1.595], [-2.345, -2.556, 1.411], [-2.298, -4.032, 0.381], [-2.882, -2.453, -0.289], [2.699, 2.437, -3.242], [2.533, 2.625, -1.466], [1.126, 2.889, -2.495], [3.829, -0.075, -3.026], [3.101, -1.382, -2.040], [3.779, 0.030, -1.236], [1.763, 0.213, -4.635], [0.077, 0.583, -4.121], [0.725, -1.034, -3.860], [-4.361, 1.157, -1.187], [-3.486, 1.582, 0.319], [-3.912, -0.120, -0.018], [-3.410, -0.026, -3.259], [-2.935, -1.461, -2.306], [-1.766, -0.704, -3.432], [-2.859, 2.482, -2.661], [-1.127, 2.196, -3.030], [-1.607, 3.009, -1.500], [-0.478, 6.385, -3.999], [-0.087, 7.745, -3.958], [-0.714, 8.582, -3.031], [-1.720, 8.092, -2.192], [-2.128, 6.758, -2.278], [-1.526, 5.899, -3.203], [0.179, 5.450, -4.752], [0.856, 5.908, -5.284], [0.700, 8.108, -4.626], [-0.408, 9.635, -2.965], [-2.201, 8.759, -1.461], [-2.917, 6.361, -1.633], [-1.828, 4.859, -3.320], [5.335, -1.097, 1.218], [4.285, -1.430, 2.280], [2.644, -0.711, 1.949], [1.641, -1.004, 3.479], [2.089, -2.213, 4.298], [2.972, 1.115, 1.959], [3.717, 1.607, 3.197], [5.047, -1.471, 0.227], [6.282, -1.582, 1.489], [5.537, -0.023, 1.128], [4.146, -2.523, 2.313], [4.630, -1.113, 3.278], [1.663, -0.075, 4.068], [0.588, -1.153, 3.166], [3.064, -2.046, 4.768], [1.358, -2.385, 5.095], [2.155, -3.127, 3.695], [3.549, 1.339, 1.046], [2.002, 1.655, 1.873], [4.706, 1.151, 3.311], [3.867, 2.687, 3.091], [3.140, 1.433, 4.112]], "atomic_forces_ev_per_a": [[1.821, -1.012, -0.604], [-0.630, -1.575, -0.021], [0.994, 0.572, -1.423], [-0.943, 0.357, -0.661], [-0.336, -0.404, -0.181], [-1.609, -0.487, 1.855], [-0.168, 2.423, 0.178], [0.010, 0.223, -0.302], [0.197, 0.120, 0.156], [0.217, 0.417, -0.196], [0.000, 0.375, 0.089], [-0.265, -0.020, 0.254], [-0.098, -0.260, 0.299], [-0.376, -0.235, 0.183], [-0.051, -0.114, 0.185], [0.187, -0.145, -0.059], [0.175, 0.046, 0.050], [0.217, -0.536, 0.182], [0.304, 0.228, -0.058], [-0.032, -0.132, -0.136], [-0.155, -0.069, 0.039], [0.102, 0.183, 0.027], [-0.187, -0.133, -0.011], [0.100, -0.204, 0.134], [0.044, 0.308, -0.012], [-0.042, -0.249, -0.273], [-0.004, 0.490, -0.008], [0.248, -0.310, 0.260], [-0.198, -0.025, 0.246], [0.074, -0.027, -0.220], [0.218, -0.045, -0.172], [-0.175, -0.001, 0.201], [0.095, 0.123, -0.126], [-0.029, 0.035, -0.207], [-0.237, -0.006, 0.310], [0.301, 0.003, -0.042], [0.185, 0.184, -0.107], [0.106, -0.056, 0.275], [-0.159, -0.116, -0.252], [-0.010, 0.247, -0.106], [0.135, -0.130, 0.074], [0.061, 0.214, -0.186], [-0.242, -0.012, 0.118], [0.327, -0.044, 0.095], [-0.299, 0.082, 0.306], [-0.079, -0.175, -0.342], [-0.107, 0.528, 0.500], [-0.432, -0.877, 0.315], [0.009, -0.002, -0.166], [-0.185, 0.119, 0.327], [0.163, -0.073, -0.288], [0.439, 0.584, 0.107], [0.495, 0.382, -0.545], [-0.409, -0.335, 0.190], [-0.255, -0.084, 0.281], [-0.198, -0.529, -0.039], [0.294, -0.355, -0.450], [0.165, 0.307, -0.201], [0.040, 0.226, 0.025], [0.170, 0.033, -0.210], [0.314, -0.431, 0.002], [0.263, -0.202, -0.093], [-0.130, 0.534, -0.200], [-0.108, -0.211, 0.310], [0.088, -0.398, -0.082], [-0.061, 0.628, 0.076], [0.048, 0.025, 0.214], [-0.240, 0.136, -0.091], [-0.059, -0.187, 0.105], [0.021, 0.355, 0.093], [-0.236, -0.096, -0.315], [-0.052, -0.357, 0.062], [0.181, -0.036, 0.112], [-0.228, -0.003, -0.120], [0.222, -0.043, -0.122], [-0.030, 0.204, 0.120], [-0.200, -0.009, 0.192], [0.278, 0.160, 0.128], [-0.279, 0.016, -0.153], [0.049, -0.173, 0.227], [0.179, 0.056, -0.123]], "mulliken_charge": [0.860, 0.534, 0.332, 0.646, 0.590, -0.702, -0.663, 0.553, -1.131, -1.245, -1.157, -1.151, -0.978, -1.206, -1.438, -1.278, -1.468, 0.387, 0.296, 0.231, 0.359, 0.563, 0.377, 0.311, 0.498, 0.355, 0.483, 0.276, 0.447, 0.356, 0.296, 0.558, 0.342, 0.247, 0.516, 0.348, 0.309, 0.484, 0.435, 0.369, 0.526, 0.442, 0.215, 0.531, 0.443, 0.431, 0.623, -0.624, -0.454, -0.580, -0.286, -0.308, -0.500, 0.299, 0.300, 0.364, 0.356, 0.364, 0.443, -1.303, -0.780, 1.042, -0.084, -1.540, -0.472, -1.518, 0.266, 0.406, 0.314, 0.449, 0.466, 0.465, -0.036, 0.394, 0.416, 0.320, 0.308, 0.232, 0.355, 0.452, 0.322]}